Below is a cluster of 8 separate species, C23H36Cl6O15 in total at a distorted geometry, with properties calculated with ωB97M-V with the def2-TZVPD basis set.

Element x y z (Å)
C -1.7671 4.4529 -3.1933
C -1.6674 5.2781 -1.9335
C -2.5443 4.7788 -0.7682
O -1.6566 4.7535 0.3591
C -0.3760 4.8639 -0.0602
O 0.5894 4.7071 0.5988
O -0.3329 5.2260 -1.3556
H -2.7382 4.6215 -3.6543
H -1.6291 3.4010 -2.9333
H -0.9718 4.7094 -3.8894
H -1.9100 6.3265 -2.1310
H -2.9851 3.7939 -0.9628
H -3.4013 5.4429 -0.6420
C -1.4119 -0.8816 0.7082
C -0.4153 0.0671 0.0818
C 0.3436 0.9831 1.0786
O 1.7196 0.6434 0.9015
C 1.8428 -0.2343 -0.1223
O 2.8837 -0.6114 -0.5778
O 0.6387 -0.7069 -0.5114
H -1.0642 -1.1856 1.7027
H -1.5528 -1.8123 0.1665
H -2.3701 -0.3650 0.8194
H -0.8871 0.7041 -0.6699
H 0.0669 0.8093 2.1176
H 0.2279 2.0384 0.8497
C -5.4071 -3.4731 1.3458
C -3.9462 -3.7445 1.0042
C -3.2610 -4.8183 1.8407
O -3.3095 -5.9809 1.0014
C -3.6501 -5.6259 -0.2474
O -3.7436 -6.3700 -1.1507
O -3.8571 -4.2937 -0.3266
H -5.4954 -3.2922 2.4173
H -5.9932 -4.3582 1.0859
H -5.7957 -2.6282 0.7828
H -3.3869 -2.8114 0.9563
H -3.8072 -5.0438 2.7598
H -2.2366 -4.5994 2.1438
C 4.9506 3.4438 -2.1991
C 3.9276 2.3510 -2.0309
C 2.6214 2.8243 -1.4441
O 1.6209 2.2432 -2.2873
C 2.1987 1.7536 -3.4163
O 1.5914 1.3158 -4.3134
O 3.5281 1.8397 -3.3428
H 4.4732 4.2904 -2.6978
H 5.7920 3.0989 -2.7941
H 5.2983 3.7799 -1.2233
H 4.3683 1.4850 -1.5360
H 2.5037 3.9018 -1.3760
H 2.5173 2.4515 -0.4270
C -1.2421 -3.0653 -2.6418
C -0.4061 -4.0523 -1.8669
C 1.0984 -3.6852 -1.7783
O 1.4119 -3.7701 -0.3900
C 0.2747 -3.9475 0.3261
O 0.2441 -4.0096 1.5100
O -0.8013 -4.0454 -0.4795
H -2.3029 -3.2970 -2.5795
H -0.9248 -3.1073 -3.6872
H -1.0587 -2.0512 -2.2843
H -0.5340 -5.0583 -2.2656
H 1.3344 -2.6999 -2.1723
H 1.6369 -4.4370 -2.3555
Cl 6.5089 -0.0640 3.0967
C 5.3897 0.2107 1.7495
Cl 5.6243 1.8337 1.0669
H 5.5901 -0.4996 0.9691
H 4.3832 0.1156 2.1241
Cl -0.9437 -1.4403 4.7009
C -2.3601 -0.4594 4.3248
Cl -3.7089 -1.3961 3.7138
H -2.6299 0.0805 5.2251
H -2.0742 0.2931 3.5962
Cl 2.3304 3.1317 3.2001
C 3.2127 1.8145 3.9817
Cl 2.2415 0.3228 3.9674
H 4.1354 1.6656 3.4375
H 3.4374 2.0747 5.0067

Atomic forces in eV per Å
0.46 -0.16 0.42
0.07 0.13 0.50
-0.18 0.09 -0.61
-0.50 -0.27 -0.03
-0.70 0.57 -1.03
0.58 -0.31 0.84
-0.46 -0.18 -0.55
-0.03 -0.12 -0.08
-0.16 -0.03 -0.15
-0.08 0.16 -0.10
0.30 -0.04 -0.02
0.47 -0.10 0.18
0.30 0.14 0.59
-0.09 0.25 0.77
0.08 0.03 0.36
-0.24 -0.12 -0.10
0.02 -0.24 -0.68
0.24 -0.60 0.22
-0.31 0.37 0.21
0.24 0.58 -0.18
-0.03 0.04 -0.06
-0.02 0.19 -0.44
-0.02 -0.17 0.04
0.15 -0.30 -0.28
0.07 -0.09 0.01
-0.03 0.13 0.00
0.36 -0.47 -0.03
0.04 0.45 -0.49
-0.17 -0.22 0.64
0.06 0.13 0.34
0.26 0.87 0.83
-0.05 -0.93 -1.24
-0.29 0.03 0.08
-0.13 0.10 -0.03
-0.06 0.05 0.14
0.01 0.05 0.02
0.07 -0.09 0.28
-0.13 0.00 -0.15
0.09 0.06 -0.44
-0.28 0.14 -0.18
0.62 -0.32 -0.91
-0.15 -0.43 0.85
-0.11 0.17 0.31
0.81 0.64 1.53
-1.13 -0.80 -1.64
0.29 0.41 0.25
0.16 0.03 -0.05
0.10 0.00 0.04
0.07 -0.03 0.04
-0.26 0.12 0.29
0.00 0.19 -0.43
-0.20 -0.09 0.01
0.25 0.04 -0.18
0.27 0.62 0.20
-0.53 -0.60 -0.61
-0.37 -0.09 -0.07
0.50 -0.01 -0.69
-0.22 0.09 0.51
0.01 -0.16 0.11
-0.03 -0.07 0.02
-0.13 0.04 0.00
-0.04 -0.01 0.03
-0.10 -0.08 0.21
-0.06 0.15 0.22
0.42 0.10 0.31
-0.07 -0.07 -0.02
0.32 0.18 0.09
-0.15 0.00 0.05
0.03 -0.25 -0.16
-0.23 -0.01 -0.08
0.00 -0.11 -0.10
0.49 0.68 0.24
-0.17 -0.06 -0.04
-0.29 -0.27 0.12
-0.01 -0.22 -0.25
0.05 0.09 0.04
-0.18 0.01 -0.11
0.30 0.05 0.21
-0.03 -0.08 -0.04
-0.16 0.05 0.10

ΔE to the lowest compared entry with this formula, charge and spin	0.0	kcal/mol
orbital gap	0.3994	hartree
electronic energy	-130284.2461	eV
SMILES	C[C@H]1COC(=O)O1.C[C@H]1COC(=O)O1.C[C@H]1COC(=O)O1.C[C@H]1COC(=O)O1.C[C@H]1COC(=O)O1.ClCCl.ClCCl.ClCCl

Atomic partial charges in e from the Mulliken method, atoms 1 to 8: C -1.304; C 0.447; C -0.483; O -0.350; C 0.700; O -0.485; O -0.332; H 0.393

***

Below is a cluster of 8 separate species, C23H36Cl9N3O6 in total at a distorted geometry, with properties calculated with ωB97M-V with the def2-TZVPD basis set.

Element x y z (Å)
C -1.2833 3.3286 0.5837
C -0.8859 1.9982 -0.0671
C 0.4162 1.3911 0.4900
O 0.2317 -0.0691 0.4124
C -1.0789 -0.2748 0.3351
O -1.7179 -1.3226 0.4037
O -1.7704 0.8526 0.2855
H -0.7180 4.1667 0.2424
H -1.2097 3.3097 1.7375
H -2.3452 3.5452 0.4056
H -0.8841 2.0753 -1.1409
H 0.5735 1.6296 1.5583
H 1.2238 1.6230 -0.1738
C -2.7083 0.4923 -3.4063
C -1.3958 0.4917 -4.1138
C -1.4045 1.2227 -5.4709
O -0.9821 2.5531 -5.1281
C -0.2771 2.4738 -3.9493
O 0.2628 3.3915 -3.4211
O -0.4459 1.2629 -3.3786
H -2.6344 -0.0279 -2.4340
H -3.4669 -0.0763 -3.9126
H -3.0575 1.5142 -3.2342
H -0.9120 -0.5160 -4.1531
H -2.3891 1.2679 -5.9310
H -0.5266 0.9127 -6.0584
Cl -3.4364 -2.3183 3.4205
C -3.6207 -0.6324 2.9325
Cl -2.7517 0.3908 4.0548
Cl -5.2606 -0.0701 2.8234
H -3.2039 -0.4753 1.9546
Cl 1.0014 -0.9695 3.3443
C 1.7883 -2.2406 2.4696
Cl 2.9987 -1.6529 1.3981
Cl 0.6222 -3.2792 1.6094
H 2.3198 -2.9714 3.1524
Cl 4.2801 2.1866 -1.9489
C 5.4481 2.1411 -0.6001
Cl 6.8173 1.0860 -0.8849
Cl 4.6359 1.7120 0.9021
H 5.8544 3.1208 -0.5444
C -0.5406 5.7956 5.2514
C 0.4191 5.3109 6.3621
C 0.4995 3.8019 6.5494
C 1.0518 3.1193 5.3507
N 1.4082 2.5699 4.4084
H -1.5591 5.6033 5.5943
H -0.3581 5.2280 4.3607
H -0.2729 6.7770 5.0113
H 0.0304 5.6901 7.2873
H 1.4430 5.7670 6.3040
H -0.4575 3.3929 6.9000
H 1.2017 3.5243 7.3541
C -1.6526 -6.5765 -0.2527
C -1.0044 -5.2944 -0.7100
C -0.7443 -5.3609 -2.1954
C -1.8001 -4.7735 -2.9993
N -2.5503 -4.1864 -3.6316
H -2.7311 -6.5449 -0.5112
H -1.5133 -6.7889 0.8129
H -1.2833 -7.3772 -0.8859
H -0.0339 -5.1502 -0.2047
H -1.6505 -4.4563 -0.4155
H -0.5394 -6.4052 -2.4917
H 0.1679 -4.8208 -2.4795
C 0.6232 -1.9676 -2.5207
C 1.9693 -2.4406 -1.9185
C 3.0378 -1.3989 -2.1661
C 3.3741 -1.2908 -3.5959
N 3.5827 -1.2723 -4.7342
H -0.1495 -2.4933 -1.9669
H 0.4737 -2.1479 -3.6064
H 0.5522 -0.8948 -2.3101
H 2.3071 -3.3836 -2.3566
H 1.8346 -2.6973 -0.8434
H 3.9811 -1.6647 -1.6356
H 2.7758 -0.4371 -1.6790

Atomic forces in eV per Å
-1.21 -1.18 2.20
0.28 -0.86 1.70
-0.30 -0.26 -0.06
-0.25 0.60 -0.47
-2.14 -1.96 0.78
2.02 1.15 -0.30
-0.37 2.31 -0.59
0.60 0.34 -0.49
0.15 -0.24 -1.76
0.25 -0.09 -0.25
0.06 -0.03 -0.38
0.13 0.07 -0.61
0.81 0.21 0.11
-0.20 -0.30 1.30
0.64 -1.03 -0.70
1.39 0.01 0.49
0.35 0.23 1.27
-1.53 0.53 -0.15
0.46 -0.06 -0.17
0.56 0.51 0.09
0.19 0.42 -0.22
-0.29 -0.11 -0.65
-0.04 -0.07 -0.06
-0.85 0.69 -0.31
0.32 -0.15 -0.30
-1.04 -0.74 -0.53
-0.25 0.09 -0.21
0.32 0.02 -0.03
0.54 0.39 0.38
-0.88 -0.17 0.03
0.34 -0.36 -0.25
-0.15 0.24 0.37
0.35 -2.20 1.03
0.80 0.60 -0.66
-0.07 0.20 0.04
-0.81 1.25 -0.49
0.29 -0.21 0.19
-0.45 -0.33 -0.27
0.02 -0.31 -0.24
-0.03 0.09 -0.01
0.09 0.74 0.31
0.78 -2.07 1.09
0.55 0.65 0.01
0.97 -0.48 0.09
-1.07 -0.01 0.43
0.17 0.05 -0.12
-0.03 0.53 -0.31
-0.04 -0.47 -0.63
-0.32 1.75 -0.17
-0.18 0.29 0.67
-0.82 -0.55 -0.36
0.10 -0.11 -0.68
-0.17 0.38 -0.12
-1.04 -0.28 -0.28
0.39 0.32 1.04
0.79 -0.05 -0.71
0.29 -0.09 -0.01
-0.56 0.20 -0.33
0.39 0.00 0.48
-0.13 -0.01 -0.31
0.31 -0.48 0.43
-0.37 -0.11 -0.18
0.37 0.07 -0.28
-0.30 0.42 -0.04
-0.15 0.06 0.13
0.35 -0.39 0.34
-0.66 -0.59 -0.24
1.38 0.19 1.16
-0.21 0.28 -0.69
-0.15 0.02 1.12
-0.46 0.18 -0.15
0.40 0.04 0.64
-0.30 -0.15 -0.12
-0.11 -0.01 -0.21
0.19 0.71 -0.69
-0.43 -0.04 -0.40
-0.07 -0.27 -0.77

orbital gap	0.4045	hartree
electronic energy	-153891.1187	eV
SMILES	C[C@H]1COC(=O)O1.C[C@H]1COC(=O)O1.ClC(Cl)Cl.ClC(Cl)Cl.ClC(Cl)Cl.CCCC#N.CCCC#N.CCCC#N

Atomic partial charges in e from the Mulliken method, atoms 1 to 8: C -1.584; C 1.481; C -0.225; O -0.014; C 0.725; O -0.612; O -0.376; H 0.422

***

Below is a structure of composition C23H36CoN4O3S, with properties calculated with ωB97M-V with the def2-TZVPD basis set.

Element x y z (Å)
Co 1.1060 0.3870 -0.2006
O -1.4556 -5.8604 -3.0895
C -1.4324 -5.7049 -1.7609
O -2.0302 -6.4228 -1.0228
C -0.6511 -4.5360 -1.1949
C -0.4938 -3.3168 -1.8557
C 0.1181 -2.2608 -1.2006
C 0.6001 -2.4252 0.1012
C 0.4773 -3.6534 0.7549
C -0.1635 -4.6906 0.1082
N 1.1776 -1.2872 0.7151
C 1.6401 -1.1930 1.9041
C 2.1657 0.1194 2.2614
C 2.7650 0.4343 3.4629
C 3.2643 1.7213 3.6453
C 3.1579 2.6426 2.6188
C 2.5390 2.2689 1.4323
N 2.0504 1.0397 1.2659
H -0.7802 -5.3473 -3.5512
H -0.8817 -3.1700 -2.8561
H 0.1960 -1.3021 -1.7197
H 0.8491 -3.8120 1.7581
H -0.3140 -5.6406 0.6045
H 1.6621 -2.0187 2.6067
H 2.8457 -0.3154 4.2394
H 3.7410 1.9935 4.5783
H 3.5505 3.6454 2.7179
H 2.4598 2.9577 0.6039
N 0.6491 2.1777 -1.0295
C 1.2740 2.9799 -2.1529
C 2.0777 2.0697 -3.0465
C 3.4277 1.7092 -2.4203
C 3.5996 0.2214 -2.2629
N 2.7825 -0.2937 -1.0931
H -0.3008 1.9790 -1.3468
H 0.4972 2.7958 -0.2344
H 1.8970 3.7569 -1.7106
H 0.4609 3.4715 -2.6854
H 2.2075 2.5176 -4.0303
H 1.4806 1.1642 -3.2185
H 3.5194 2.1557 -1.4231
H 4.2513 2.1244 -2.9989
H 4.6358 -0.0497 -2.0648
H 3.2757 -0.3189 -3.1510
H 3.4256 -0.3256 -0.3038
H 2.5664 -1.2739 -1.2746
C -4.0248 3.4678 -0.0298
C -3.0182 3.3096 1.1046
C -2.7242 1.8517 1.4469
S -2.0129 0.9822 0.0225
O -0.6271 0.4476 0.5553
C -3.0178 -0.4996 -0.1798
C -2.9186 -1.5634 0.9119
C -3.7634 -1.3177 2.1593
H -4.2941 4.5139 -0.1597
H -4.9453 2.9217 0.1846
H -3.6321 3.1163 -0.9877
H -3.4173 3.7614 2.0145
H -2.0865 3.8416 0.8879
H -3.6265 1.3148 1.7360
H -1.9757 1.7269 2.2313
H -2.7201 -0.8855 -1.1563
H -4.0278 -0.0884 -0.2881
H -1.8691 -1.7076 1.1781
H -3.2335 -2.4930 0.4327
H -3.3130 -0.5903 2.8353
H -3.8737 -2.2447 2.7190
H -4.7683 -0.9792 1.9020

Atomic forces in eV per Å
-0.16 0.03 -0.77
0.02 0.05 0.06
0.03 -0.01 -0.19
-0.03 0.03 0.05
0.13 0.19 0.13
-0.10 -0.21 0.08
0.12 -0.02 0.29
-0.07 -0.20 -0.05
-0.05 0.11 -0.14
-0.06 -0.01 -0.19
0.04 0.01 0.15
-0.03 0.01 -0.13
0.03 0.08 0.04
-0.02 -0.06 -0.03
0.04 0.03 0.07
-0.03 -0.01 -0.09
0.08 -0.02 0.11
0.00 0.02 0.23
-0.02 -0.05 0.02
-0.01 -0.03 -0.01
0.01 0.01 -0.01
0.01 0.02 0.01
0.00 0.00 -0.01
0.01 -0.01 0.00
0.00 0.00 0.00
0.00 0.00 0.00
0.00 0.00 0.00
0.01 0.02 0.01
0.06 -0.09 -0.18
-0.03 -0.04 0.12
-0.08 -0.03 0.01
0.01 -0.02 0.09
-0.04 -0.07 0.04
0.10 0.19 0.22
0.00 0.01 -0.03
-0.07 0.01 0.01
0.02 0.01 -0.03
0.01 0.03 0.00
0.01 0.10 0.04
0.03 0.00 -0.09
0.06 0.08 -0.05
0.01 -0.09 -0.06
0.00 -0.02 -0.02
0.00 0.03 -0.02
0.03 -0.04 -0.01
0.04 -0.03 -0.04
-0.01 0.01 0.04
-0.03 -0.02 0.02
0.01 0.02 -0.01
0.08 -0.02 0.01
-0.09 0.03 0.36
-0.02 0.03 0.02
0.00 0.01 0.00
0.03 0.00 0.01
0.01 0.00 -0.01
0.00 0.01 0.00
-0.01 -0.02 0.00
0.04 0.00 0.02
0.00 0.00 -0.04
-0.01 0.01 -0.05
-0.03 -0.01 0.03
0.02 0.00 0.00
-0.01 -0.05 -0.03
0.00 -0.03 -0.02
-0.05 0.01 0.01
-0.01 0.01 -0.01
0.01 0.00 0.01
-0.01 -0.01 0.00

ΔE to the lowest compared entry with this formula, charge and spin	13.5	kcal/mol
orbital gap	0.2213	hartree
electronic energy	-84974.2857	eV
charge	+3

Atomic partial charges in e from the Mulliken method, atoms 1 to 8: Co -0.336; O -0.457; C 0.462; O -0.459; C 0.387; C -1.158; C 0.032; C 1.066

***

Below is a cluster of 3 separate species, C23H36F16N3O2 in total at a distorted geometry, with properties calculated with ωB97M-V with the def2-TZVPD basis set.

Element x y z (Å)
C 0.1840 -2.4734 6.0265
C -0.6813 -1.2716 5.5918
C -0.1416 -0.4848 4.3926
C -0.3282 -1.1194 2.9790
C -0.9739 -2.5045 2.9865
C 1.0038 -1.0131 2.2332
C 2.3320 -1.5763 2.8596
N 3.1673 -1.8670 1.6693
C 2.4648 -1.3553 0.5972
N 2.9894 -0.8797 -0.5086
N 1.0759 -1.3633 0.7940
C 0.7986 -2.7961 0.3860
C -0.3734 -2.8858 -0.5819
C -0.9279 -4.3149 -0.7759
C 0.1592 -5.3971 -0.7497
C -2.0694 -4.6630 0.1822
H -0.3631 -3.4136 5.9492
H 1.1153 -2.5396 5.4629
H 0.4527 -2.3768 7.0793
H -0.7048 -0.5664 6.4258
H -1.7197 -1.5697 5.4446
H -0.6430 0.4858 4.3953
H 0.9132 -0.2752 4.5951
H -1.0135 -0.4572 2.4410
H -1.2009 -2.8248 1.9708
H -1.9276 -2.4918 3.5115
H -0.3244 -3.2618 3.4337
H 1.1864 0.0675 2.2242
H 2.2820 -2.3867 3.5802
H 2.7966 -0.6977 3.3010
H 3.4823 -2.8229 1.5514
H 3.7356 -1.3281 -1.0204
H 2.5965 -0.0304 -0.8983
H 0.6465 -3.4023 1.2803
H 1.6711 -3.2235 -0.1199
H -1.1787 -2.2294 -0.2469
H -0.0331 -2.5125 -1.5521
H -1.3416 -4.3418 -1.7883
H 0.9500 -5.1788 -1.4726
H -0.2746 -6.3561 -1.0331
H 0.5948 -5.4979 0.2475
H -2.7605 -3.8266 0.3048
H -2.6572 -5.4778 -0.2477
H -1.7166 -5.0179 1.1533
C 1.4670 4.5162 -3.4045
C 2.4429 5.1415 -4.4129
C 3.0980 4.2220 -5.4524
F 3.8368 3.2543 -4.8654
F 3.9146 4.9637 -6.2259
F 3.3831 5.8559 -3.7623
F 1.6945 6.0113 -5.1452
O 1.9346 4.1896 -2.0962
C 2.5373 3.0282 -1.7638
C 3.9851 3.2664 -1.3009
F 4.7032 3.8846 -2.2429
F 4.5813 2.0703 -1.0357
F 2.4506 2.0824 -2.7176
F 1.8838 2.5184 -0.6712
H 0.7401 5.3027 -3.2128
H 0.9191 3.6850 -3.8460
H 2.3363 3.7573 -6.0843
H 3.9862 3.8662 -0.3888
C -3.6186 0.6962 -1.5636
C -2.4086 1.2509 -2.3319
C -1.3004 1.9618 -1.5436
F -1.7493 3.0535 -0.9045
F -0.3530 2.3591 -2.4321
F -2.8213 2.0318 -3.3468
F -1.7850 0.1615 -2.8778
O -4.8137 1.4472 -1.5087
C -5.0429 2.4255 -0.5761
C -5.2265 3.8149 -1.2097
F -4.1696 4.1452 -1.9764
F -5.3386 4.7223 -0.2176
F -4.0977 2.4258 0.3845
F -6.2156 2.1334 0.0185
H -3.9061 -0.1882 -2.1305
H -3.3209 0.3529 -0.5712
H -0.8394 1.2867 -0.8162
H -6.1301 3.8227 -1.8218

Atomic forces in eV per Å
-0.37 0.07 0.24
0.32 0.11 0.27
-0.29 -0.07 0.09
-0.05 -0.29 0.09
0.17 -0.05 -0.23
-0.08 0.45 0.27
-0.14 0.42 -0.40
-0.47 -0.05 -0.32
-0.01 -0.45 0.20
-0.26 -0.33 -0.32
0.87 0.86 0.27
-0.68 -0.16 -0.27
0.01 -0.17 -0.06
0.07 -0.11 -0.15
-0.16 0.21 -0.13
-0.09 -0.23 -0.28
0.15 -0.04 -0.19
-0.03 -0.08 -0.03
0.09 -0.01 -0.06
-0.06 0.01 -0.06
0.04 0.01 -0.09
0.10 0.01 -0.09
-0.01 0.00 -0.06
0.06 -0.08 -0.11
-0.06 0.04 0.07
0.11 0.00 0.13
-0.12 0.01 0.10
-0.09 -0.02 -0.14
-0.11 -0.18 -0.23
0.15 -0.39 0.54
0.55 0.16 0.10
0.66 0.45 0.55
-0.57 -0.49 -0.46
0.10 0.15 0.06
0.02 0.06 0.07
0.04 0.07 0.00
-0.02 0.13 0.07
-0.08 0.14 0.07
0.04 -0.02 0.07
0.05 -0.03 0.10
0.04 -0.10 -0.05
0.08 0.00 0.14
0.07 -0.03 0.08
0.00 0.21 0.06
-0.64 -0.13 0.04
0.28 0.03 0.39
-0.06 0.07 -0.19
-0.03 -0.01 0.20
0.00 -0.02 0.04
0.03 -0.07 -0.03
-0.10 -0.02 -0.07
0.52 0.22 -0.17
-0.20 0.28 -0.15
0.19 0.08 0.20
-0.07 -0.04 -0.18
-0.19 -0.19 0.00
0.20 -0.05 -0.09
0.02 -0.20 0.12
0.00 0.01 0.00
0.18 -0.06 -0.07
-0.01 -0.01 0.03
-0.07 0.01 -0.01
-0.22 -0.56 0.31
-0.35 0.34 -0.12
0.05 -0.02 0.04
-0.15 0.04 -0.04
-0.07 -0.08 0.01
0.05 0.03 0.05
0.06 -0.13 0.08
0.32 0.49 -0.46
0.02 -0.33 0.07
-0.10 0.05 -0.02
0.16 -0.08 0.06
0.01 -0.02 -0.01
0.09 0.11 -0.06
-0.08 -0.02 0.13
0.03 -0.01 -0.02
0.12 0.14 0.03
-0.01 -0.04 -0.05
-0.01 -0.01 0.02

orbital gap	0.3571	hartree
electronic energy	-76472.9155	eV
charge	+1

Atomic partial charges in e from the Mulliken method, atoms 1 to 8: C -0.949; C -0.767; C -1.014; C 1.561; C -1.765; C -0.987; C -0.761; N -0.188